Record 1
Here is a molecular structure, C19H29Cl4HfN4O9 in a non-equilibrium geometry from OMol25. Energies are from wB97M-V/def2-TZVPD.

Last column: natural (NBO) charge in e.
Cartesian coordinates (Å):
Hf1 25.08211 -10.83236 8.77422  1.985
C1 23.29100 -7.86802 5.89057  -0.614
C2 24.77534 -8.22091 6.05201  -0.059
O1 25.01219 -9.10578 7.10979  -0.903
H1 23.03453 -7.40523 6.84375  0.194
H2 22.72356 -8.77921 5.69888  0.191
H3 23.07352 -7.26921 5.00660  0.248
H4 25.40833 -7.33304 6.09395  0.171
H5 25.08373 -8.69862 5.11947  0.185
C3 23.69579 -7.04508 1.32772  -0.207
Cl1 22.39000 -7.80909 2.29012  0.027
Cl2 23.14209 -5.65173 0.40094  0.106
Cl3 24.81485 -6.40277 2.58219  -0.012
Cl4 24.54770 -8.09263 0.16013  0.098
C4 25.28354 -3.99751 7.75051  -0.488
N1 24.61148 -3.33637 6.59113  0.532
O2 23.62992 -2.65908 6.80322  -0.329
O3 25.21117 -3.49793 5.52583  -0.379
H6 25.37811 -5.07951 7.67270  0.217
H7 24.66498 -3.75209 8.61270  0.228
H8 26.23359 -3.46461 7.74955  0.257
C5 21.14917 -11.45857 6.48962  -0.477
N2 21.52581 -10.63178 7.63360  0.570
O4 20.64919 -9.97666 8.15414  -0.218
O5 22.69313 -10.65751 8.02042  -0.570
H9 20.07386 -11.41180 6.32714  0.279
H10 21.50090 -12.46053 6.73220  0.257
H11 21.65063 -10.98108 5.64770  0.253
C6 28.75889 -10.52347 5.49896  -0.479
N3 28.23539 -11.33864 6.64990  0.565
O6 27.10956 -11.00526 7.09616  -0.568
O7 28.87020 -12.25145 7.08102  -0.201
H12 29.71613 -10.14758 5.85727  0.258
H13 28.01014 -9.74015 5.38779  0.236
H14 28.79629 -11.06926 4.55715  0.283
C7 21.04961 -4.31011 4.11766  -0.487
N4 21.70337 -3.29270 3.28189  0.519
O8 22.79139 -2.90959 3.68474  -0.355
O9 21.15606 -2.80329 2.31117  -0.308
H15 21.10346 -4.02334 5.16577  0.223
H16 21.58728 -5.22934 3.88373  0.229
H17 20.05191 -4.48443 3.71640  0.251
C8 30.59269 -6.00772 4.23747  -0.108
C9 30.09235 -4.90601 3.52408  -0.213
C10 28.74160 -4.56573 3.62507  -0.039
C11 27.91772 -5.18300 4.56469  -0.135
C12 28.39901 -6.28539 5.21463  -0.247
C13 29.70768 -6.72618 5.05426  -0.077
H18 31.62321 -6.29089 4.08105  0.254
H19 30.69342 -4.32930 2.83612  0.260
H20 28.38399 -3.69885 3.08786  0.249
H21 26.89698 -4.86428 4.71737  0.254
H22 27.76156 -6.76935 5.94122  0.209
H23 29.93801 -7.63985 5.58258  0.214
C14 22.30714 -5.37224 10.31606  -0.222
C15 22.17486 -4.99263 9.01309  -0.184
C16 21.28004 -3.98545 8.65845  -0.007
C17 20.71195 -3.15970 9.63429  -0.200
C18 20.95431 -3.46923 10.96551  -0.138
C19 21.75991 -4.56093 11.29844  -0.023
H24 23.02773 -6.12856 10.59172  0.228
H25 22.61556 -5.51427 8.17554  0.217
H26 21.12033 -3.78472 7.60898  0.232
H27 20.18844 -2.24764 9.38792  0.263
H28 20.50672 -2.83782 11.71927  0.260
H29 21.82004 -4.91749 12.31693  0.246

Highest occupied orbital energy in eV: -15.968
Charge: +3
HOMO-LUMO gap in eV: 1.63
Max |F| in eV Å⁻¹: 7.77

---

Record 2
Here is a molecular structure, C40H36IN10O4SV in a non-equilibrium geometry from OMol25. Energies are from wB97M-V/def2-TZVPD.

Last column: natural (NBO) charge in e.
Cartesian coordinates (Å):
V1 -0.65217 -0.96728 -1.57456  1.274
C1 -1.63529 -2.40409 3.87284  -0.224
N1 -1.00661 -2.11537 2.57709  -0.134
C2 -1.58494 -1.78447 1.43524  0.234
N2 -0.64962 -1.53769 0.51704  -0.615
C3 0.51644 -1.76601 1.20062  0.166
N3 0.33842 -2.13568 2.43451  -0.211
C4 -1.04054 -1.59549 5.00387  -0.050
C5 -1.21282 -2.06823 6.29841  -0.179
C6 -0.68171 -1.37025 7.37419  -0.188
C7 0.05873 -0.21967 7.16455  -0.165
C8 0.24164 0.24862 5.86714  -0.027
C9 -0.33141 -0.42135 4.79357  -0.213
C10 1.11864 1.40290 5.64171  0.437
N4 1.83142 2.03490 6.49846  -0.263
N5 2.55280 2.99422 5.77316  -0.262
C11 2.21816 2.83728 4.54791  0.438
O1 1.29002 1.85768 4.37087  -0.435
C12 2.69714 3.56847 3.36983  -0.019
C13 3.77907 4.43384 3.48737  -0.166
C14 4.22738 5.11680 2.36816  -0.187
C15 3.59854 4.94860 1.14176  -0.188
C16 2.50583 4.09673 1.02856  -0.059
C17 1.78531 4.01260 -0.30047  -0.227
N6 1.01472 2.77433 -0.45435  -0.142
C18 1.36996 1.62992 -1.01728  0.237
N7 0.46602 0.69196 -0.75328  -0.595
C19 -0.45634 1.37722 0.00593  0.167
N8 -0.17208 2.63363 0.18360  -0.226
C20 2.06246 3.40256 2.14560  -0.221
H1 -1.52707 -3.47063 4.06377  0.245
H2 -2.69686 -2.19063 3.73840  0.227
H3 -2.65232 -1.72692 1.29711  0.238
H4 1.49470 -1.66453 0.76117  0.222
H5 -1.75370 -2.99129 6.47189  0.222
H6 -0.82377 -1.74385 8.37897  0.235
H7 0.51453 0.30978 7.99016  0.249
H8 -0.16900 -0.03730 3.79625  0.213
H9 4.25914 4.55906 4.44854  0.250
H10 5.07399 5.78466 2.45038  0.236
H11 3.96028 5.49188 0.27622  0.219
H12 2.48667 4.06380 -1.13240  0.228
H13 1.06456 4.82253 -0.41050  0.244
H14 2.28257 1.50139 -1.57693  0.233
H15 -1.34737 0.93787 0.42128  0.225
H16 1.20353 2.75090 2.09429  0.224
O2 1.34222 -8.44318 1.74114  -0.693
C21 0.52712 -8.30430 0.61128  0.079
N9 0.93339 -7.19634 -0.24327  -0.608
C22 0.40557 -5.96250 -0.10127  0.660
O3 -0.51181 -5.68436 0.64859  -0.603
C23 1.03741 -4.84405 -0.89672  -0.146
C24 2.35953 -4.77827 -1.30508  -0.101
C25 2.81990 -3.61951 -1.91544  -0.227
C26 1.95698 -2.55335 -2.05924  0.055
N10 0.67953 -2.59963 -1.64714  -0.523
C27 0.23076 -3.74333 -1.11383  0.093
H17 2.12721 -8.95438 1.52119  0.476
H18 -0.47230 -8.07420 0.96601  0.213
H19 0.50331 -9.20986 0.00540  0.179
H20 1.69467 -7.33190 -0.88692  0.396
H21 3.04436 -5.59894 -1.12960  0.238
H22 3.84370 -3.53041 -2.24911  0.253
H23 2.29324 -1.62341 -2.50097  0.209
H24 -0.79494 -3.78035 -0.77549  0.246
I1 -3.08375 -2.24300 -2.13984  0.281
C28 -1.29812 -1.93928 -3.29312  -0.805
H25 -1.57009 -1.36453 -4.17581  0.217
H26 -0.95568 -2.92617 -3.58775  0.219
O4 -1.38918 0.68314 -2.52784  -1.018
S1 -2.52373 1.10125 -3.50078  1.261
C29 -1.67444 1.43262 -5.01848  -0.199
C30 -2.45568 1.63355 -6.14904  -0.226
C31 -1.82094 1.90100 -7.35126  -0.168
C32 -0.43310 1.95179 -7.41149  -0.172
C33 0.32972 1.73673 -6.27213  -0.194
C34 -0.29049 1.47545 -5.05761  -0.234
C35 -2.99486 2.70291 -2.95249  -0.215
C36 -2.05554 3.72280 -2.82564  -0.218
C37 -2.48734 4.96003 -2.39055  -0.181
C38 -3.83561 5.16768 -2.09846  -0.155
C39 -4.75686 4.14247 -2.23380  -0.199
C40 -4.33716 2.88799 -2.66197  -0.194
H27 -3.53694 1.58392 -6.09801  0.237
H28 -2.40990 2.06217 -8.24367  0.240
H29 0.05591 2.15554 -8.35440  0.240
H30 1.40941 1.77308 -6.32878  0.231
H31 0.28547 1.30350 -4.15874  0.217
H32 -1.01631 3.54954 -3.07788  0.225
H33 -1.78323 5.77517 -2.29071  0.231
H34 -4.16631 6.14286 -1.76714  0.240
H35 -5.80021 4.31261 -2.00697  0.241
H36 -5.04392 2.07407 -2.76586  0.234

Highest occupied orbital energy (spin up / spin down) in eV: -12.393 / -12.393
Charge: +2
HOMO-LUMO gap (spin up / spin down) in eV: 6.63 / 7.07
Spin multiplicity: 3
Max |F| in eV Å⁻¹: 1.07
Expectation value of S²: 2.0438